{
  "formula": "C9H14N2O2",
  "method": "ωB97M-V/def2-TZVPD",
  "species": ["C", "C", "C", "C", "C", "C", "C", "C", "C", "H", "H", "H", "H", "H", "H", "H", "H", "H", "H", "H", "H", "H", "H", "N", "N", "O", "O"],
  "positions_angstrom": [[1.3407, 1.2199, -0.4366], [2.0840, 1.0957, 0.7810], [2.3096, -0.0407, 1.4302], [1.2931, -1.1818, -0.6359], [-2.4912, -0.6745, -0.8004], [-2.5882, -1.2051, 0.6847], [-1.6605, -0.1627, 1.3723], [-1.9993, 1.1622, 0.7851], [-2.1651, 0.9358, -0.8007], [1.0326, 0.1157, -2.2178], [2.6233, 2.0922, 1.0122], [2.9381, -0.3365, 2.3423], [1.6361, -2.0877, 1.0978], [-1.5389, -0.8719, -1.2636], [-3.3731, -1.0941, -1.3405], [-2.0314, -2.1272, 0.8872], [-3.6807, -1.1880, 0.8665], [-0.6311, -0.4268, 1.2594], [-1.6067, -0.2738, 2.4564], [-1.4621, 2.1718, 0.9923], [-3.1536, 1.5440, 1.0575], [-1.1505, 1.1499, -1.3075], [-2.6445, 1.8486, -1.4669], [1.3896, 0.0552, -1.2356], [1.8598, -1.1808, 0.6596], [0.7098, 2.3225, -0.7629], [0.9850, -2.2637, -1.0647]],
  "relative_energy_kj_mol": 325.9,
  "gap_ev": 9.60,
  "homo_ev": -9.6,
  "smiles": "O=c1cc[nH]c(=O)[nH]1.C1CCCC1",
  "spin_multiplicity": 1
}

{
  "formula": "C2H7N3",
  "method": "ωB97M-V/def2-TZVPD",
  "species": ["C", "C", "H", "H", "H", "H", "H", "H", "H", "N", "N", "N"],
  "positions_angstrom": [[0.6617, -0.1092, -1.5753], [-0.6770, -0.4225, 1.1322], [0.3048, -1.0944, -0.8057], [1.9413, -0.2229, -1.8610], [0.2295, 0.1838, -2.6970], [0.9299, 1.0512, -0.0635], [-1.4474, 1.2723, 0.5335], [-1.6850, -0.4541, 1.7026], [1.3429, -0.8294, 0.8694], [0.2211, 1.0484, -0.7388], [-0.8211, 0.6282, 0.2061], [0.3823, -1.2076, 1.2442]],
  "relative_energy_kj_mol": 437.0,
  "gap_ev": 10.22,
  "homo_ev": -9.2,
  "smiles": "[H]/N=C\\NNC",
  "spin_multiplicity": 1
}

{
  "formula": "C5H4N2S",
  "method": "ωB97M-V/def2-TZVPD",
  "species": ["C", "C", "C", "C", "C", "H", "H", "H", "H", "N", "N", "S"],
  "positions_angstrom": [[-1.0448, -1.1937, 1.4895], [-0.6298, -0.2144, 0.6754], [-0.6018, 1.1147, 1.3481], [0.8928, 1.8605, -0.1921], [0.1490, -0.3677, -0.6029], [-1.2828, -2.3184, 1.1133], [-1.4494, -0.8214, 2.4170], [-1.3415, 1.1321, 2.1589], [1.6576, 2.5385, -0.5889], [0.0077, 2.1716, 0.8981], [0.7863, 0.7845, -1.0133], [0.2666, -1.7762, -1.2876]],
  "relative_energy_kj_mol": 236.2,
  "gap_ev": 7.12,
  "homo_ev": -8.9,
  "smiles": "C=C1C=NC=NC1=S",
  "spin_multiplicity": 1
}

{
  "formula": "C34H56N3OP2PdS",
  "method": "ωB97M-V/def2-TZVPD",
  "species": ["C", "C", "C", "C", "C", "H", "H", "H", "N", "P", "P", "C", "H", "H", "C", "H", "C", "C", "C", "C", "C", "H", "H", "H", "C", "H", "H", "H", "C", "H", "H", "H", "C", "H", "H", "H", "C", "H", "H", "H", "C", "H", "H", "H", "C", "H", "H", "H", "C", "H", "H", "H", "C", "H", "H", "H", "C", "H", "H", "H", "C", "H", "H", "H", "C", "H", "H", "H", "Pd", "C", "O", "N", "C", "C", "C", "C", "C", "H", "H", "H", "H", "H", "H", "H", "H", "H", "S", "C", "N", "C", "C", "C", "C", "H", "H", "H", "H", "H"],
  "positions_angstrom": [[2.7899, 0.9775, 1.0850], [1.4580, 2.0400, -0.5291], [3.6805, 2.0602, 1.1165], [2.2001, 3.2416, -0.3795], [3.3176, 3.2313, 0.4576], [4.5931, 1.9615, 1.6800], [1.8615, 4.1153, -0.9312], [3.9233, 4.1195, 0.5951], [1.6474, 1.0823, 0.3991], [1.6357, -1.3273, 2.1515], [-1.4121, 2.2782, -1.9944], [3.1380, -0.3560, 1.7583], [3.7988, -0.9559, 1.1116], [3.7193, -0.1589, 2.6654], [0.6436, 1.6731, -1.7661], [1.0492, 2.2706, -2.5763], [-1.5185, 2.6560, -3.8476], [-2.8693, 2.9031, -0.9646], [1.8936, -3.1016, 1.5543], [1.6441, -1.0895, 4.0274], [-2.0191, 1.3720, -4.5301], [-3.0565, 1.1413, -4.2586], [-1.9787, 1.5272, -5.6184], [-1.3950, 0.5056, -4.2828], [-2.4431, 3.8413, -4.1719], [-3.4849, 3.6921, -3.8751], [-2.0698, 4.7698, -3.7214], [-2.4311, 3.9922, -5.2616], [-0.1768, 3.0525, -4.4951], [-0.2649, 2.9697, -5.5863], [0.1042, 4.0826, -4.2549], [0.6530, 2.4161, -4.2075], [-4.2009, 2.3646, -1.5092], [-4.2593, 1.2739, -1.3953], [-5.0181, 2.8010, -0.9166], [-4.3843, 2.6073, -2.5595], [-2.7590, 2.4072, 0.4859], [-2.8410, 1.3146, 0.5456], [-1.8193, 2.7161, 0.9549], [-3.5929, 2.8351, 1.0678], [-2.7729, 4.4288, -0.9460], [-2.8699, 4.8701, -1.9364], [-3.5751, 4.8399, -0.3205], [-1.8135, 4.7420, -0.5208], [0.4293, -1.8348, 4.6022], [0.4006, -1.6426, 5.6870], [-0.5142, -1.4715, 4.1722], [0.5051, -2.9243, 4.4559], [1.5148, 0.4175, 4.2970], [2.3696, 0.9817, 3.9114], [0.5949, 0.8250, 3.8729], [1.4844, 0.5748, 5.3838], [2.9132, -1.5859, 4.7385], [2.8032, -1.3308, 5.8026], [3.0557, -2.6695, 4.6822], [3.8255, -1.0930, 4.3900], [2.4788, -3.0185, 0.1411], [3.5487, -2.7745, 0.1236], [2.3548, -3.9842, -0.3702], [1.9059, -2.2772, -0.4361], [0.5012, -3.7436, 1.4347], [-0.1516, -3.1253, 0.7950], [0.5997, -4.7285, 0.9550], [0.0156, -3.8719, 2.4095], [2.7915, -3.9612, 2.4484], [3.7886, -3.5214, 2.5995], [2.3272, -4.1820, 3.4198], [2.9395, -4.9294, 1.9401], [-0.0347, -0.5981, 0.5741], [-0.9388, 0.0711, 2.0458], [-1.5956, 0.4480, 2.9308], [0.2138, -0.7004, -1.3664], [0.6293, 0.2715, -2.0717], [1.3835, -0.3451, -3.3759], [1.8072, 0.5296, -4.5396], [2.6918, -0.8809, -2.8149], [0.4699, -1.4510, -3.9060], [0.9853, 0.8543, -5.1827], [2.4454, 1.3833, -4.2796], [2.4221, -0.1135, -5.1908], [2.4763, -1.6794, -2.1095], [3.3647, -1.2591, -3.5932], [3.1922, -0.0653, -2.2735], [1.0370, -2.1612, -4.5245], [0.0082, -1.9825, -3.0627], [-0.3446, -0.9994, -4.4871], [-2.5198, -1.2648, 0.1643], [-3.0590, -2.1559, 1.5146], [-3.6066, -1.4910, 2.5881], [-4.0001, -2.1277, 3.7353], [-3.8345, -3.4940, 3.8368], [-3.3365, -4.2213, 2.7477], [-2.9833, -3.5499, 1.5826], [-3.7190, -0.4802, 2.5317], [-4.4178, -1.4924, 4.5129], [-4.1071, -3.9962, 4.7628], [-3.2271, -5.3041, 2.8000], [-2.6090, -4.0574, 0.6952]],
  "gap_ev": [6.12, 5.55],
  "total_charge": 1,
  "homo_ev": [-8.9, -8.9],
  "spin_multiplicity": 3
}

no.,E_tot (eV)
1,-16632.7006
2,-6653.4270
3,-19062.2814
4,-75567.8156